#one
{"formula": "C3H8FN", "method": "wB97M-V/def2-TZVPD", "species": ["C", "C", "C", "H", "H", "H", "H", "H", "H", "H", "H", "N", "F"], "xyz": [[-1.9532, -0.9516, 0.7714], [0.5611, -0.5814, 0.1720], [1.3106, 0.2793, -0.6956], [-2.8929, -0.3316, 0.9004], [-2.1838, -2.0513, 0.4318], [-1.5708, -1.3012, 1.7604], [-0.9198, 0.7383, -0.1182], [0.8626, -0.1472, 1.1533], [0.9030, -1.5716, 0.1949], [1.1326, 0.0146, -1.7878], [2.3976, 0.2958, -0.5704], [-0.8430, -0.3028, 0.0643], [0.9624, 1.5551, -0.4335]], "smiles": "CNCCF", "spin_multiplicity": 1, "homo_energy_ev": -8.154, "lumo_energy_ha": 0.04318, "total_charge": 0, "gap_ev": 9.33}


#two
{"formula": "C3H8FN", "method": "wB97M-V/def2-TZVPD", "species": ["C", "C", "C", "N", "F", "H", "H", "H", "H", "H", "H", "H", "H"], "xyz": [[1.4609, -1.1166, -0.2303], [0.0046, 1.4256, -0.2414], [-1.2498, -0.4214, 0.5897], [0.0329, 0.2944, 0.5934], [-1.7593, -0.7267, -0.6965], [1.2983, -0.7569, -1.2338], [2.1628, -0.5852, 0.3669], [1.2640, -2.2405, -0.1148], [0.9061, 2.0064, -0.0110], [-0.2496, 1.1264, -1.3204], [-0.7990, 2.2235, 0.0566], [-0.9311, -1.2552, 1.1958], [-2.1407, 0.0261, 1.0458]], "spin_multiplicity": 1, "homo_energy_ev": [-8.972, -8.970], "lumo_energy_ha": [0.00366, 0.00364], "total_charge": 0, "gap_ev": [9.07, 9.07]}


Relative energies, kJ/mol: #one 0.0; #two 212.8.


#one
{"formula": "C6H17N3", "method": "wB97M-V/def2-TZVPD", "species": ["C", "N", "N", "H", "H", "H", "H", "H", "H", "C", "C", "C", "N", "C", "C", "H", "H", "H", "H", "H", "H", "H", "H", "H", "H", "H"], "xyz": [[-0.9584, 1.4549, -0.7148], [0.0088, 2.5345, -0.9712], [-1.7773, 1.8536, 0.4054], [-0.4718, 3.3798, -1.2824], [0.4313, 2.7832, -0.0804], [-1.7833, 1.1378, 1.1259], [-2.7418, 2.0779, 0.1605], [-1.5462, 1.3200, -1.6313], [0.2212, 0.5329, -0.5973], [1.6830, 0.2496, 1.0557], [1.8439, -1.2356, -0.8892], [-1.0690, -1.8134, -0.7014], [0.9323, -0.4528, -0.0135], [-0.2949, -1.1475, 0.4066], [-0.6706, -1.2747, 1.6900], [1.9362, -0.4075, 1.8873], [2.6208, 0.6537, 0.6727], [2.0379, -2.2270, -0.4769], [1.3800, -1.3335, -1.8701], [2.8033, -0.7372, -1.0323], [1.0576, 1.0849, 1.3746], [-2.1400, -1.7504, -0.5010], [-0.9041, -1.3405, -1.6699], [-0.7913, -2.8711, -0.7859], [-0.1530, -0.8092, 2.5160], [-1.6545, -1.6622, 1.9228]], "spin_multiplicity": 1, "homo_energy_ev": -6.920, "lumo_energy_ha": 0.02999, "total_charge": 0, "gap_ev": 7.74}


#two
{"formula": "C6H17N3", "method": "wB97M-V/def2-TZVPD", "species": ["C", "C", "C", "C", "C", "C", "N", "N", "N", "H", "H", "H", "H", "H", "H", "H", "H", "H", "H", "H", "H", "H", "H", "H", "H", "H"], "xyz": [[1.0571, -0.2874, 0.0596], [2.0424, 1.0317, 0.4736], [-2.3080, -0.7868, -0.5397], [-2.0114, 0.9920, 1.0403], [0.8776, -1.0808, 1.3369], [1.7606, -1.0811, -1.0339], [-0.0437, 0.4149, -0.4700], [-1.3706, -0.0495, 0.2679], [-0.0046, 1.1389, -1.6304], [-0.3375, 2.0861, -1.4612], [-0.5686, 0.6975, -2.3506], [1.6172, 1.5772, 1.3110], [2.9867, 0.5801, 0.7661], [2.2063, 1.6848, -0.3783], [-2.9286, -1.4262, 0.1012], [-1.7686, -1.4296, -1.2391], [-2.9985, -0.1550, -1.1226], [-2.6213, 0.5308, 1.8274], [-2.6687, 1.6396, 0.4346], [-1.2589, 1.6046, 1.5363], [1.8494, -1.3869, 1.7208], [0.4004, -0.4868, 2.1110], [0.2892, -1.9739, 1.1439], [2.7358, -1.4074, -0.6766], [1.9168, -0.4863, -1.9301], [1.1495, -1.9404, -1.2982]], "smiles": "CN(C)N(N)C(C)(C)C", "spin_multiplicity": 1, "homo_energy_ev": -7.797, "lumo_energy_ha": 0.03200, "total_charge": 0, "gap_ev": 8.67}


Relative energies, kJ/mol: #one 43.5; #two 0.0.


#one
{"formula": "C27H78N6O9", "method": "wB97M-V/def2-TZVPD", "species": ["C", "C", "C", "O", "C", "N", "H", "H", "H", "H", "H", "H", "H", "H", "H", "H", "H", "C", "C", "C", "O", "C", "N", "H", "H", "H", "H", "H", "H", "H", "H", "H", "H", "H", "C", "C", "C", "O", "C", "N", "H", "H", "H", "H", "H", "H", "H", "H", "H", "H", "H", "C", "C", "C", "O", "C", "N", "H", "H", "H", "H", "H", "H", "H", "H", "H", "H", "H", "C", "C", "C", "O", "C", "N", "H", "H", "H", "H", "H", "H", "H", "H", "H", "H", "H", "C", "C", "C", "O", "C", "N", "H", "H", "H", "H", "H", "H", "H", "H", "H", "H", "H", "C", "O", "H", "H", "H", "H", "C", "O", "H", "H", "H", "H", "C", "O", "H", "H", "H", "H"], "xyz": [[-2.5882, -2.0245, 0.5423], [-1.8930, -2.9441, -0.4178], [-0.8734, -3.7053, 0.4248], [-0.0145, -4.5341, -0.3277], [0.6272, -5.5244, 0.4902], [-2.8662, -3.8031, -1.1418], [-3.4426, -1.4978, 0.0042], [-1.8809, -1.3177, 0.9832], [-3.1159, -2.5403, 1.2963], [-1.3822, -2.3363, -1.2048], [-1.3724, -4.2782, 1.2053], [-0.1840, -3.0453, 0.8910], [1.1709, -5.0321, 1.3311], [1.4479, -5.9080, -0.0804], [-0.0644, -6.3205, 0.8206], [-2.2918, -4.5883, -1.3090], [-3.6514, -4.0862, -0.5640], [-3.5438, 3.4640, -4.1348], [-3.9330, 2.9308, -2.7280], [-2.7475, 2.8072, -1.7223], [-3.2743, 2.1488, -0.5680], [-2.3528, 1.8788, 0.4566], [-5.0078, 3.7188, -2.1677], [-3.0413, 4.4652, -4.0214], [-4.5178, 3.5743, -4.5878], [-2.8875, 2.8116, -4.6716], [-4.2715, 1.9158, -2.9193], [-2.4026, 3.8352, -1.4406], [-1.9013, 2.2421, -2.1104], [-2.0956, 2.7581, 0.9806], [-1.5042, 1.2946, 0.2013], [-2.9281, 1.1272, 1.0532], [-5.1143, 3.5816, -1.1412], [-4.7427, 4.7303, -2.2880], [0.5979, 4.6782, 2.3249], [1.9683, 4.1524, 2.2934], [1.8509, 2.6212, 2.4590], [1.1286, 2.3035, 3.6656], [1.9499, 2.2904, 4.8018], [2.6852, 4.2948, 1.0396], [0.3566, 5.6972, 1.9667], [0.1370, 4.6119, 3.3617], [-0.0252, 3.9499, 1.7617], [2.6223, 4.6775, 3.0697], [2.8221, 2.1429, 2.5012], [1.2577, 2.2263, 1.6332], [1.2967, 2.1245, 5.6866], [2.5140, 3.2099, 4.9195], [2.5625, 1.4018, 4.7858], [2.1456, 3.8628, 0.2917], [2.9195, 5.1866, 0.6913], [0.7667, -1.5322, 3.7040], [-0.5739, -0.9439, 3.3199], [-1.5294, -0.5721, 4.4482], [-1.7145, -1.7531, 5.2237], [-2.1926, -1.4603, 6.5346], [-0.5394, 0.1945, 2.3804], [1.3418, -1.8204, 2.7776], [0.8002, -2.4289, 4.3716], [1.3647, -0.7963, 4.2065], [-1.1533, -1.7272, 2.8390], [-2.3891, -0.1976, 4.0052], [-1.1055, 0.2289, 5.0221], [-2.2413, -2.4566, 7.0350], [-3.1056, -0.8800, 6.6205], [-1.4329, -0.8466, 7.0164], [-0.0125, -0.0123, 1.5413], [0.1464, 0.8093, 2.8224], [5.2289, 0.7732, -0.9209], [4.8586, 1.7606, 0.1744], [5.3249, 1.2405, 1.5207], [4.5906, 0.0533, 1.8449], [4.7448, -0.4682, 3.1684], [5.6454, 2.9815, -0.0633], [4.7289, -0.1229, -0.7119], [6.3201, 0.6406, -0.8706], [4.9686, 1.2103, -1.9013], [3.7779, 1.8766, 0.1724], [5.1438, 1.9904, 2.2928], [6.4132, 1.0944, 1.5909], [4.6905, 0.3200, 3.8974], [5.6545, -1.0438, 3.1461], [3.8778, -1.0622, 3.2935], [5.5278, 3.2422, -1.0546], [5.3117, 3.7577, 0.5093], [0.9015, -0.5528, -4.5921], [-0.5357, -0.8657, -4.9718], [-1.0345, -2.3066, -4.6341], [-2.4138, -2.4298, -5.0295], [-2.9256, -3.7174, -4.8251], [-1.3816, 0.2650, -4.6220], [1.0536, -0.4022, -3.5037], [1.1640, 0.2835, -5.2251], [1.6251, -1.2947, -4.8821], [-0.6982, -0.8693, -6.0373], [-1.0323, -2.4816, -3.5353], [-0.4002, -2.9589, -5.1962], [-3.8645, -3.7876, -5.3446], [-3.1285, -3.8542, -3.7343], [-2.2211, -4.4707, -5.2306], [-2.3618, -0.0241, -4.8303], [-1.4081, 0.4060, -3.6419], [-4.5186, -0.8093, -2.6630], [-3.2839, -0.3099, -2.1098], [-4.2730, -1.3303, -3.5900], [-4.9345, -1.5865, -1.9864], [-5.1637, -0.0048, -2.8589], [-3.5236, 0.4105, -1.4566], [2.7414, -2.9034, -1.6422], [1.9015, -2.6290, -0.4768], [3.7482, -3.0284, -1.2306], [2.3763, -3.7327, -2.2537], [2.6721, -2.0609, -2.2655], [1.3409, -3.3932, -0.4385], [1.0643, 0.8770, -1.0381], [0.3100, -0.1837, -0.4757], [0.3943, 1.5513, -1.5815], [1.7377, 1.3855, -0.3303], [1.7547, 0.4401, -1.7573], [0.9309, -0.9098, -0.3528]], "smiles": "COC[C@H](C)N.COC[C@H](C)N.COC[C@H](C)N.COC[C@H](C)N.COC[C@H](C)N.COC[C@H](C)N.CO.CO.CO", "spin_multiplicity": 1, "homo_energy_ev": -8.825, "lumo_energy_ha": 0.02376, "total_charge": 0, "gap_ev": 9.47}


#two
{"formula": "C27H78N6O9", "method": "wB97M-V/def2-TZVPD", "species": ["C", "O", "H", "H", "H", "H", "C", "O", "H", "H", "H", "H", "C", "O", "H", "H", "H", "H", "C", "C", "C", "O", "C", "N", "H", "H", "H", "H", "H", "H", "H", "H", "H", "H", "H", "C", "C", "C", "O", "C", "N", "H", "H", "H", "H", "H", "H", "H", "H", "H", "H", "H", "C", "C", "C", "O", "C", "N", "H", "H", "H", "H", "H", "H", "H", "H", "H", "H", "H", "C", "C", "C", "O", "C", "N", "H", "H", "H", "H", "H", "H", "H", "H", "H", "H", "H", "C", "C", "C", "O", "C", "N", "H", "H", "H", "H", "H", "H", "H", "H", "H", "H", "H", "C", "C", "C", "O", "C", "N", "H", "H", "H", "H", "H", "H", "H", "H", "H", "H", "H"], "xyz": [[16.8307, 7.0032, 11.9925], [15.8447, 7.8880, 12.4692], [16.6265, 6.0056, 12.4180], [16.8728, 6.9063, 10.9076], [17.7759, 7.2444, 12.4785], [15.0165, 7.8179, 11.9916], [21.5500, 8.1903, 23.0272], [21.8106, 7.9121, 21.6654], [20.8565, 7.4827, 23.4764], [22.4793, 8.2907, 23.5994], [21.1638, 9.2115, 23.0322], [22.2435, 7.0381, 21.5200], [22.7653, 10.6395, 19.4943], [22.0253, 10.2099, 18.3542], [22.4397, 11.6569, 19.7479], [22.6187, 10.0239, 20.3769], [23.8329, 10.7514, 19.2878], [22.3913, 10.6850, 17.6036], [18.5546, 16.0825, 15.3952], [18.1381, 15.0680, 16.4340], [18.8934, 13.7437, 16.3298], [18.2472, 12.8422, 17.2046], [18.9525, 11.6370, 17.4021], [18.2661, 15.6632, 17.7666], [19.5746, 16.4471, 15.5239], [17.8787, 16.9371, 15.4157], [18.4469, 15.6435, 14.3997], [17.0878, 14.7942, 16.2969], [19.9467, 13.8915, 16.5921], [18.7738, 13.3984, 15.2944], [19.0172, 10.9947, 16.5160], [18.3381, 11.0570, 18.0906], [19.9589, 11.7856, 17.7949], [19.2243, 15.9731, 17.9159], [18.1382, 14.9575, 18.4869], [15.0325, 6.2071, 18.3637], [13.6788, 5.7268, 17.8283], [13.4089, 6.3557, 16.4630], [13.3290, 7.7582, 16.5155], [13.4004, 8.3552, 15.2397], [13.6990, 4.2630, 17.7248], [15.2799, 5.7045, 19.2991], [14.9060, 7.2823, 18.4949], [15.8726, 6.0228, 17.6935], [12.9152, 6.0417, 18.5430], [12.4543, 5.9861, 16.0610], [14.1997, 5.9529, 15.8163], [13.3845, 9.4366, 15.3559], [12.5902, 8.0149, 14.5908], [14.3650, 8.1424, 14.7649], [12.8403, 3.9415, 17.2871], [14.4603, 4.0412, 17.0942], [16.7381, 2.9249, 16.9996], [17.2348, 3.1078, 15.5687], [16.1456, 3.6686, 14.6793], [14.9573, 2.8945, 14.7217], [14.0146, 3.3679, 13.7790], [18.4354, 3.9334, 15.5248], [15.8188, 2.3341, 17.0438], [16.4835, 3.8614, 17.4941], [17.3997, 2.3241, 17.6250], [17.5000, 2.1157, 15.1890], [16.5167, 3.7684, 13.6494], [15.8644, 4.6749, 15.0330], [14.3746, 3.2696, 12.7457], [13.8366, 4.4378, 13.9267], [13.1379, 2.7317, 13.8706], [18.7059, 4.0353, 14.5480], [18.2094, 4.8831, 15.8232], [25.3709, 4.4968, 17.6732], [24.2731, 5.2269, 18.4497], [24.4826, 6.7415, 18.3798], [25.7321, 7.2053, 18.8257], [25.9716, 6.9511, 20.1989], [22.9898, 4.8300, 17.8405], [25.4268, 4.8616, 16.6425], [25.2356, 3.4201, 17.6138], [26.3493, 4.7454, 18.0955], [24.3656, 4.8659, 19.4778], [23.6437, 7.3190, 18.7962], [24.3611, 7.0187, 17.3238], [26.2616, 5.9113, 20.3849], [25.0891, 7.1990, 20.7974], [26.8223, 7.5870, 20.4406], [22.2196, 5.0892, 18.4600], [22.8140, 5.5098, 17.0985], [21.2502, 4.2547, 23.5803], [21.4786, 4.1853, 22.0717], [20.2179, 4.4820, 21.2385], [19.2303, 3.5320, 21.5734], [18.0846, 3.7467, 20.7842], [22.5654, 5.1128, 21.6870], [22.1575, 4.1223, 24.1663], [20.4859, 3.5581, 23.9186], [20.8378, 5.2568, 23.7400], [21.8526, 3.1642, 21.9232], [20.4905, 4.2958, 20.1951], [19.9987, 5.5299, 21.4608], [17.3425, 3.0082, 21.0857], [18.2201, 3.6082, 19.7025], [17.6420, 4.7467, 20.8549], [23.3358, 4.9679, 22.3370], [22.9746, 4.7713, 20.8180], [18.7038, 7.8529, 19.5929], [19.5380, 7.1345, 18.5080], [19.1564, 7.5893, 17.1154], [17.8043, 7.2390, 16.9080], [17.3371, 7.7243, 15.6749], [20.9763, 7.4403, 18.7814], [18.9683, 7.5631, 20.6090], [17.6484, 7.5674, 19.5003], [18.7940, 8.9355, 19.4909], [19.4259, 6.0560, 18.6438], [19.8068, 7.1230, 16.3679], [19.3091, 8.6741, 17.0597], [17.9408, 7.4152, 14.8127], [17.3639, 8.8228, 15.6791], [16.2972, 7.4488, 15.5008], [20.9899, 8.4620, 18.7058], [21.0969, 7.3035, 19.7802]], "smiles": "COC[C@H](C)N.COC[C@H](C)N.COC[C@H](C)N.COC[C@H](C)N.COC[C@H](C)N.COC[C@H](C)N.CO.CO.CO", "spin_multiplicity": 1, "homo_energy_ev": -8.754, "lumo_energy_ha": 0.01669, "total_charge": 0, "gap_ev": 9.21}


Relative energies, kJ/mol: #one 109.8; #two 0.0.